Record 1
{
  "formula": "C3H2O2Pb",
  "method": "the ωB97M-V functional and the def2-TZVPD basis",
  "e_tot_ev": -12481.770,
  "lumo_energy_ev": [-1.0, -1.0],
  "gap_ev": [5.45, 5.47],
  "molar_mass_g_mol": 277.247,
  "homo_energy_ev": [-6.42, -6.43],
  "total_charge": 0,
  "species": ["H", "O", "O", "C", "C", "C", "H", "Pb"],
  "coordinates": [[-1.0479, 0.7764, -1.6582], [0.1430, 1.6195, -0.1335], [1.9369, -0.2760, 1.3727], [-0.2566, 0.6872, -0.8971], [0.3640, -0.5494, -0.5610], [1.1960, -0.2165, 0.4859], [0.3483, -1.5178, -1.0545], [-2.6838, -0.5234, 2.4457]]
}

=====

Record 2
{
  "formula": "C3H2O2S",
  "method": "the ωB97M-V functional and the def2-TZVPD basis",
  "smiles": "C=C=O.O=C=S",
  "e_tot_ev": -18072.417,
  "lumo_energy_ev": 0.6,
  "gap_ev": 9.79,
  "molar_mass_g_mol": 102.114,
  "homo_energy_ev": -9.21,
  "total_charge": 0,
  "species": ["C", "C", "C", "O", "O", "S", "H", "H"],
  "coordinates": [[-1.1046, 1.3074, -0.3342], [1.6832, -0.8238, 0.7583], [-0.9557, -0.0098, -0.5139], [-1.4366, 2.3994, -0.1321], [1.4205, 0.2147, 1.2549], [2.2469, -2.1133, 0.1407], [-1.5433, -0.5068, 0.2049], [-0.3104, -0.4679, -1.3786]]
}

=====

Record 3
{
  "formula": "C3H2O2S2",
  "method": "the ωB97M-V functional and the def2-TZVPD basis",
  "e_tot_ev": -28905.494,
  "lumo_energy_ev": -0.9,
  "gap_ev": 8.24,
  "molar_mass_g_mol": 134.181,
  "homo_energy_ev": -9.18,
  "total_charge": 0,
  "species": ["C", "C", "C", "O", "O", "S", "S", "H", "H"],
  "coordinates": [[0.2959, -0.9431, 1.0153], [0.6469, 0.3212, 0.7119], [-0.8401, -0.1051, -1.4081], [-1.5626, -0.1270, -2.3462], [-0.1054, 2.3834, -0.5118], [-0.3788, -2.0195, -0.1422], [0.4027, 1.0252, -0.8756], [0.4327, -1.4001, 2.0651], [1.1088, 0.8651, 1.4916]]
}

=====

Record 4
{
  "formula": "C3H2O3",
  "method": "the ωB97M-V functional and the def2-TZVPD basis",
  "smiles": "O=C[C@H]1OC1=O",
  "e_tot_ev": -9283.625,
  "lumo_energy_ev": -0.2,
  "gap_ev": 10.51,
  "molar_mass_g_mol": 86.046,
  "homo_energy_ev": -10.75,
  "total_charge": 0,
  "species": ["O", "C", "O", "C", "C", "O", "H", "H"],
  "coordinates": [[-1.9722, -1.0483, 0.6030], [-0.8083, -0.9176, 0.4087], [-0.1254, 1.6489, 0.6929], [0.4168, 1.0937, -0.2292], [0.3460, -0.4021, -0.3326], [0.3537, -1.0711, 1.0110], [0.9001, 1.6515, -1.0497], [0.8868, -0.9527, -1.1023]]
}

=====

Record 5
{
  "formula": "C3H2O3",
  "method": "the ωB97M-V functional and the def2-TZVPD basis",
  "smiles": "O=CC(=O)C=O",
  "e_tot_ev": -9283.734,
  "lumo_energy_ev": -1.1,
  "gap_ev": 8.90,
  "molar_mass_g_mol": 86.046,
  "homo_energy_ev": -10.01,
  "total_charge": 0,
  "species": ["O", "C", "C", "O", "C", "O", "H", "H"],
  "coordinates": [[-0.1380, 0.4122, 2.0700], [-0.7101, 0.5110, 1.0159], [-0.2637, -0.5280, -0.0794], [-0.6171, -1.6786, -0.0276], [0.8176, -0.1080, -1.0949], [1.1989, 1.0310, -1.1698], [-1.4888, 1.2897, 1.0252], [1.2011, -0.9293, -1.7394]]
}

=====

Record 6
{
  "formula": "C3H2O3",
  "method": "the ωB97M-V functional and the def2-TZVPD basis",
  "smiles": "O=CC(=O)C=O",
  "e_tot_ev": -9283.975,
  "lumo_energy_ev": -1.4,
  "gap_ev": 8.62,
  "molar_mass_g_mol": 86.046,
  "homo_energy_ev": -10.00,
  "total_charge": 0,
  "species": ["O", "C", "C", "O", "C", "O", "H", "H"],
  "coordinates": [[-0.0847, -0.6455, 1.8972], [-0.7621, -0.5716, 0.9066], [-0.1552, -0.3230, -0.4709], [-0.5274, -0.9438, -1.4395], [0.9005, 0.7815, -0.5711], [1.1104, 1.5437, 0.3350], [-1.8577, -0.7267, 0.9051], [1.3762, 0.8854, -1.5624]]
}

=====

So what do the calculations give for relative energy (zero: lowest compared OMol25 entry of this formula, charge and spin)? Going down the list: 25.9 10.6 71.2 43.9 41.3 35.8 kcal per mole.